Run 1
ORCA calculation (ωB97M-V with the def2-TZVPD basis set) on a single C14H17N3O4 molecule.

Structure (ORCA input):
```
! RIJCOSX wB97M-V def2-TZVPD def2/J DEFGRID3
* xyz 0 1
N 0.93677 2.71596 -1.65621
C 1.61327 1.57982 -2.27838
C 2.46577 1.97700 -3.55787
O 3.51377 2.95012 -3.33169
C 2.59344 0.87803 -1.26690
O 3.76884 1.45215 -0.89231
N 2.07541 -0.19194 -0.59002
C 0.75447 -0.61520 -0.35751
C -0.21883 0.54469 0.32143
C -1.53783 0.02740 0.86415
C -2.81088 0.03092 0.31543
N -3.68312 -0.77586 1.16429
C -2.93241 -0.86225 2.40103
C -3.34094 -1.37696 3.64342
C -2.28838 -1.88439 4.55490
C -0.95822 -1.59202 4.24234
C -0.69711 -0.77385 3.21058
C -1.71713 -0.52654 2.21048
C 0.29601 -1.46339 -1.68616
O 1.15003 -1.83430 -2.51332
O -1.05938 -1.76430 -1.81179
H 0.15939 2.89627 -2.39175
H 1.64905 3.41326 -1.68674
H 0.84583 0.93462 -2.74657
H 2.67960 0.97955 -3.99681
H 1.80904 2.23409 -4.30165
H 3.87751 2.54612 -2.48212
H 2.74120 -0.43199 0.19871
H 0.91060 -1.20157 0.54366
H -0.57407 1.14319 -0.52408
H 0.67438 1.03621 0.84466
H -3.19296 0.91237 -0.54942
H -4.83565 -0.55990 1.22033
H -4.39686 -1.70695 3.90784
H -2.50644 -2.82140 5.23088
H -0.07139 -1.75035 4.87078
H 0.17971 -0.26703 3.13919
H -1.56577 -1.68259 -1.01200
*
```

Output
Orbital gap: 8.510 eV
Highest occupied orbital energy: -8.6 eV
Structure (SMILES): N[C@@H](CO)C(=O)N[C@@H](Cc1c[nH]c2ccccc12)C(=O)O


Run 2
ORCA calculation (ωB97M-V with the def2-TZVPD basis set) on a single C14H17N3O4 molecule.

Structure (ORCA input):
```
! RIJCOSX wB97M-V def2-TZVPD def2/J DEFGRID3
* xyz 0 1
N -1.56585 2.68445 -1.82925
C -0.90760 1.79034 -0.91828
C 0.34677 2.42742 -0.48168
C 1.14448 1.52618 0.43772
C 1.31024 1.52001 1.80529
N 2.17980 0.45944 2.13579
C 2.67971 -0.11831 0.98273
C 3.61455 -1.11388 0.74844
C 3.98049 -1.37773 -0.55080
C 3.31140 -0.82601 -1.65521
C 2.31912 0.11657 -1.40855
C 1.99627 0.50902 -0.07477
C -1.91808 1.46543 0.16658
O -2.58754 2.38195 0.60395
N -2.13584 0.16488 0.55082
C -1.34372 -0.99663 0.31163
C -1.64927 -1.88132 1.51055
O -3.03260 -1.95282 1.64732
C -1.67443 -1.86297 -0.92445
O -2.79727 -2.21062 -1.08818
O -0.75029 -2.21421 -1.81236
H -1.93950 3.37778 -1.24923
H -2.35554 2.16335 -2.23863
H -0.62056 0.87400 -1.45571
H 0.11428 3.35123 0.01612
H 1.01012 2.62662 -1.36584
H 0.81519 2.15834 2.54704
H 2.79137 0.51574 2.94125
H 3.97510 -1.81416 1.47039
H 4.74217 -2.21541 -0.64859
H 3.48767 -1.08984 -2.67765
H 1.78506 0.58555 -2.20152
H -3.02085 -0.01007 1.06447
H -0.31683 -0.59910 0.19109
H -1.13195 -2.87525 1.40738
H -1.34050 -1.35567 2.42436
H -3.38110 -2.02316 0.73395
H 0.12119 -1.93434 -1.46147
*
```

Output
Orbital gap: 9.067 eV
Highest occupied orbital energy: -8.6 eV
Structure (SMILES): N[C@@H](Cc1c[nH]c2ccccc12)C(=O)N[C@@H](CO)C(=O)O


Run 3
ORCA calculation (ωB97M-V with the def2-TZVPD basis set) on a single C14H17N3O4 molecule.

Structure (ORCA input):
```
! RIJCOSX wB97M-V def2-TZVPD def2/J DEFGRID3
* xyz 0 1
N -3.12183 2.62888 -0.07342
C -1.88625 1.88149 -0.48151
C -0.56544 2.87796 -0.17897
O -0.64525 3.91014 -1.44196
C -2.01564 0.36073 -0.00994
O -2.71997 0.06888 0.93803
N -1.49172 -0.56121 -0.90389
C -1.15564 -1.86264 -0.43821
C -0.56577 -2.03722 0.92317
C 0.59868 -1.02393 1.00487
C 0.69455 -0.11838 1.93133
N 1.81447 0.66061 1.68334
C 2.57223 0.10962 0.64290
C 3.75111 0.57678 -0.00952
C 4.30650 -0.14237 -1.00297
C 3.72434 -1.52293 -1.20809
C 2.44717 -1.84552 -0.65132
C 1.84540 -0.99178 0.25304
C -2.43294 -2.62877 -0.48207
O -2.53480 -3.68581 -1.23997
O -3.36376 -2.25068 0.32927
H -3.48209 2.36763 0.91371
H -3.75304 2.05197 -0.77239
H -1.99138 1.99342 -1.63116
H -0.65935 3.25012 0.93150
H 0.47144 2.32795 -0.00362
H -1.53838 4.31373 -1.07978
H -0.85478 -0.21065 -1.58209
H -0.61406 -2.42316 -1.09769
H -1.28881 -1.88268 1.73727
H -0.17349 -3.08393 1.08923
H 0.04231 0.23722 2.75336
H 2.25619 1.28716 2.31210
H 4.20963 1.55519 0.25951
H 5.32068 0.05059 -1.49247
H 4.29436 -2.37014 -1.71143
H 1.56860 -2.50749 -1.13452
H -3.06328 -1.36079 0.92440
*
```

Output
Orbital gap: 8.982 eV
Highest occupied orbital energy: -8.6 eV
Structure (SMILES): N[C@@H](CO)C(=O)N[C@@H](Cc1c[nH]c2ccccc12)C(=O)O


Short version: run 2 is the most stable of them.


Run 1
ORCA calculation (ωB97M-V with the def2-TZVPD basis set) on a single C5H8N4 molecule.

Structure (ORCA input):
```
! RIJCOSX wB97M-V def2-TZVPD def2/J DEFGRID3
* xyz 0 1
H -2.21430 0.18163 1.62550
N -2.76355 -0.28337 0.89600
C -2.12318 -0.44527 -0.15736
N -0.89238 -0.19554 -0.40989
N -0.46981 -0.55050 -1.66724
C 0.71352 -0.58557 -1.67020
C 1.48429 -0.33616 -0.41473
N 2.03065 0.86567 0.14234
C 0.59562 1.29142 0.87391
C 0.13568 -0.18277 0.49428
H -2.55687 -0.78375 -1.08698
H 1.00315 -1.25839 -2.54502
H 2.00872 -1.22876 -0.10309
H 2.86484 0.86364 0.56434
H 0.55953 1.41316 2.02982
H 0.07574 2.04806 0.15024
H -0.45165 -0.81349 1.27808
*
```

Output
Orbital gap: 9.584 eV
Highest occupied orbital energy: -8.9 eV
Structure (SMILES): [H]/N=C\N1N=C[C@H]2NC[C@H]21


Run 2
ORCA calculation (ωB97M-V with the def2-TZVPD basis set) on a single C5H8N4 molecule.

Structure (ORCA input):
```
! RIJCOSX wB97M-V def2-TZVPD def2/J DEFGRID3
* xyz 0 1
C 2.15162 -1.11718 -0.16011
C 0.81367 -1.20402 -0.11904
C -0.20103 -0.12639 -0.14485
C 0.19300 1.20807 -0.13512
N 1.52273 1.75402 0.05050
N -0.98419 2.05910 -0.00315
C -1.93438 1.20166 -0.24573
N -1.55376 -0.06978 -0.19049
N -2.40083 -1.22119 0.19209
H 2.69231 -2.01410 0.08056
H 2.66874 -0.34413 -0.65891
H 0.22862 -2.11428 0.35323
H 1.57986 2.83045 0.25551
H 2.17385 1.27976 0.69743
H -2.87998 1.51171 0.00823
H -1.49264 -1.86287 0.79219
H -2.57758 -1.77084 -0.77233
*
```

Output
Orbital gap: 8.284 eV
Highest occupied orbital energy: -7.7 eV
Structure (SMILES): C=Cc1c(N)ncn1N


Run 3
ORCA calculation (ωB97M-V with the def2-TZVPD basis set) on a single C5H8N4 molecule.

Structure (ORCA input):
```
! RIJCOSX wB97M-V def2-TZVPD def2/J DEFGRID3
* xyz 0 1
C -2.24732 -0.78785 -1.28517
C -1.03232 -0.44065 -0.72887
C -1.11836 -0.73050 0.62919
C 0.23366 0.05133 -1.13980
C -0.03523 -0.68814 1.49311
N -3.12242 -0.99274 -0.34266
N -2.42657 -0.96009 0.81361
N 1.25570 -0.15485 -0.16094
N 1.91278 1.00065 0.13057
H -2.66665 -0.86363 -2.31264
H 0.77717 -0.67512 -1.93617
H 0.15388 1.11662 -1.42726
H 0.01119 0.11150 2.29207
H 0.52430 -1.53840 1.81528
H -2.75387 -0.93781 1.70623
H 1.27052 1.87514 0.29726
H 2.51896 0.83447 0.89310
*
```

Output
Orbital gap (spin up / spin down): 8.237 / 8.233 eV
Highest occupied orbital energy (spin up / spin down): -7.8 / -7.8 eV


Run 4
ORCA calculation (ωB97M-V with the def2-TZVPD basis set) on a single C5H8N4 molecule.

Structure (ORCA input):
```
! RIJCOSX wB97M-V def2-TZVPD def2/J DEFGRID3
* xyz 0 1
C 1.23655 -2.33624 -1.20396
N 0.61204 -1.20771 -0.25547
C 1.42422 -0.07416 -0.03814
N 1.11769 0.99931 0.45563
N -0.06870 1.24716 1.32224
C -0.98268 2.05467 0.62564
C -1.33520 0.72484 0.75786
C -1.45319 -0.11775 -0.36277
N -0.71858 -0.96632 -0.95358
H 0.59386 -3.18497 -0.88849
H 2.43337 -2.70801 -0.99007
H 1.09598 -1.74417 -2.11328
H 2.52942 -0.54034 -0.13817
H -1.65334 2.82968 1.04491
H -0.59413 2.65774 -0.10564
H -1.88964 0.57569 1.68421
H -2.45083 0.09909 -1.14705
*
```

Output
Orbital gap: 9.764 eV
Highest occupied orbital energy: -8.8 eV
Structure (SMILES): CN1C=NN2C[C@H]2C=N1


Short version: run 2 is the most stable of them.


Run 1
ORCA calculation (ωB97M-V with the def2-TZVPD basis set) on a molecular structure, C4H10IN2S.

Structure (ORCA input):
```
! RIJCOSX wB97M-V def2-TZVPD def2/J DEFGRID3
* xyz 1 1
C 0.04370 0.14207 -1.05390
C 0.25100 1.01518 0.20666
C 1.02381 -0.15464 -0.00863
C -1.17237 -0.70571 -1.27208
N -0.85591 0.87463 1.12872
N 0.18325 -1.49274 1.15146
S 1.23171 2.55979 0.03797
I 3.09574 -0.57259 -0.14095
H 0.47229 0.66197 -1.98506
H -1.65061 -0.51341 -2.13198
H -1.80674 -0.61001 -0.41579
H -0.70081 -1.67270 -1.14083
H -0.64601 1.04338 2.05946
H -1.59768 1.60227 0.89499
H 0.80105 -1.47124 1.90956
H -0.00163 -2.24409 0.48944
H -0.58315 -0.82956 1.30028
H 1.91236 2.36741 -1.02932
*
```

Output
Orbital gap: 8.768 eV
Highest occupied orbital energy: -13.1 eV


Run 2
ORCA calculation (ωB97M-V with the def2-TZVPD basis set) on 2 unconnected molecules or ions with the total composition C4H10IN2S.

Structure (ORCA input):
```
! RIJCOSX wB97M-V def2-TZVPD def2/J DEFGRID3
* xyz 1 1
C 0.02192 1.35839 -1.20936
C -0.02654 -0.08730 -1.22629
C -0.66718 0.52434 -0.06519
C 1.15211 2.33062 -0.95121
N -0.43517 -2.64290 1.06563
N -0.03375 0.01974 1.17163
S 0.47568 -1.46551 -1.85000
I -2.78474 0.31418 0.12923
H -0.65330 1.69726 -1.85562
H 0.73790 3.29381 -0.68404
H 1.64843 2.27133 -1.91815
H 1.70585 1.92654 -0.17410
H -0.46509 -1.57928 1.20582
H -0.81698 -2.81839 1.99601
H 0.98174 -0.01963 1.10535
H -0.20120 0.64340 2.00068
H 0.49109 -3.04520 0.89539
H -1.13077 -2.72140 0.36423
*
```

Output
Orbital gap: 7.991 eV
Highest occupied orbital energy: -12.5 eV


Short version: run 2 is the most stable of them.